[1]
{"formula": "C4H8O", "method": "ωB97M-V with the def2-TZVPD basis set", "elements": ["C", "C", "H", "H", "H", "H", "O", "H", "C", "H", "C", "H", "H"], "positions_angstrom": [[1.95406, -0.16460, -0.37502], [-0.46729, 0.00737, -0.46818], [0.73516, -0.42714, 1.31595], [-1.72267, -0.78500, 1.07537], [0.89680, 1.23352, 0.77675], [-0.30607, -0.96575, -0.97923], [2.15512, -0.29683, -1.55975], [-1.93342, 0.94565, 0.81674], [-1.75732, -0.00527, 0.30646], [2.76247, -0.31699, 0.32736], [0.73290, 0.20637, 0.40614], [-2.58107, -0.19385, -0.38035], [-0.46867, 0.76252, -1.26224]], "total_energy_ha": -232.42706, "e_above_lowest_kj_mol": 48.8, "homo_energy_ev": -9.7, "orbital_gap_ev": 10.752, "charge": 0, "fmax_ha_per_bohr": 0.0230, "lumo_energy_ev": 1.010}

[2]
{"formula": "C6H12O", "method": "ωB97M-V with the def2-TZVPD basis set", "elements": ["H", "C", "H", "H", "H", "H", "H", "H", "H", "H", "C", "H", "C", "C", "C", "C", "O", "H", "H"], "positions_angstrom": [[-0.94574, -3.20521, 2.97049], [0.93004, -0.24389, -0.14936], [-0.29712, 1.08684, -2.50104], [-1.50677, -1.38635, 3.11427], [-0.13689, 0.43910, 1.49542], [1.00456, -0.13664, -2.74540], [-1.19689, 1.35220, 0.17758], [0.58705, 1.85416, -0.39349], [-2.55451, 1.48280, 0.10820], [2.11390, 1.45599, -1.08410], [1.14242, 1.12788, -0.84932], [0.19894, -2.59330, 0.70348], [0.73523, 0.84324, -2.33771], [0.16170, -0.49728, 0.90802], [-0.84456, -2.12651, 2.55790], [-0.23308, -1.78226, 1.38369], [-1.83630, 2.03957, 0.42541], [1.26475, -1.18136, -0.76932], [1.41327, 1.47104, -3.01470]], "spin_multiplicity": 2, "total_energy_ha": -310.93265, "e_above_lowest_kj_mol": 186.1, "homo_energy_ev": [0.3, -2.9], "s2": 0.77, "orbital_gap_ev": [3.581, 6.818], "charge": -1, "fmax_ha_per_bohr": 0.1087, "lumo_energy_ev": [3.924, 3.874]}

[3]
{"formula": "C14H19BrInN2SbSe", "method": "ωB97M-V with the def2-TZVPD basis set", "elements": ["Se", "C", "H", "H", "H", "H", "N", "C", "Sb", "Br", "C", "H", "H", "In", "C", "H", "H", "H", "C", "C", "H", "C", "H", "H", "C", "N", "C", "H", "C", "H", "C", "H", "H", "C", "H", "C", "H", "H", "C"], "positions_angstrom": [[-3.03445, 0.11684, 0.78424], [0.82207, 2.46957, 2.13308], [3.44820, -0.45180, 0.04582], [1.21073, 6.58944, -0.21079], [1.86287, -2.54215, -2.69192], [1.21733, -4.33621, -0.01796], [-2.79892, -4.14287, -1.23105], [-2.55059, -1.76548, -1.38152], [1.10511, -1.70896, -0.29325], [0.74670, 0.93611, 3.24529], [0.24570, 3.33294, 0.07315], [1.57744, -0.78675, -2.76807], [1.75770, 5.67149, 1.94959], [-0.59384, 0.27018, 0.68653], [1.33711, 4.71824, 1.65438], [3.69820, -2.21282, 0.01793], [-0.49319, -3.83386, -0.08387], [-3.60397, -2.70009, 1.70115], [0.69990, 5.70915, -0.59287], [3.07408, -1.40841, 0.40384], [-2.34841, -0.90002, -2.00147], [1.37011, 3.65707, 2.55072], [0.43964, -3.64570, 1.42962], [3.08275, -1.42909, 1.49127], [1.19255, -1.73493, -2.40019], [0.27697, 2.29626, 0.92749], [-3.20166, -3.99404, 0.02797], [1.16274, 5.43072, -1.53964], [-2.93416, -1.63207, -0.05107], [-2.21786, -3.19335, -2.95812], [-2.49994, -3.04638, -1.92046], [1.80086, 3.75781, 3.53631], [-0.21917, 3.15130, -0.88850], [0.76739, 4.57842, 0.39063], [-0.33671, 5.98042, -0.79540], [0.48349, -3.61717, 0.34352], [-3.46541, -4.90140, 0.55886], [0.19762, -1.92045, -2.79682], [-3.27901, -2.76194, 0.67157]], "total_energy_ha": -6059.64643, "e_above_lowest_kj_mol": 0.0, "homo_energy_ev": -15.3, "orbital_gap_ev": 8.254, "charge": 2, "fmax_ha_per_bohr": 0.0012, "lumo_energy_ev": -7.025}